The following is a DFT calculation (ωB97M-V/def2-TZVPD) of a structure of composition C33H37ClO2OsSi2 in a non-equilibrium geometry.

## Properties
- total charge = +2
- total energy (eV) = -69639.1436
- energy relative to the best compared isomer or geometry (same formula, charge and spin) (kcal/mol) = 51.4
- LUMO level (alpha / beta) (eV) = -5.839 / -10.253
- 2S+1 = 5
- frontier orbital gap (alpha / beta) (hartree) = 0.2339 / 0.1394

Last column: Löwdin charge in e.
Positions of all 76 atoms, in Å:
1 H -0.6526 -3.1036 -0.2735  0.14
2 H -3.9958 -1.5212 -2.5746  0.14
3 C 1.4331 2.4575 -8.4544  -0.01
4 H 1.1028 -3.8491 -3.0294  0.13
5 H -1.2285 4.9383 -3.9322  0.12
6 C 1.3527 2.8638 -0.1014  -0.18
7 H 1.8063 -1.5032 0.6311  0.08
8 C -2.5298 -2.7754 -1.4441  -0.21
9 C 0.0931 -3.0738 -9.8451  -0.05
10 C -0.7990 3.3286 -8.1153  0.03
11 H -0.8574 -4.0025 -4.6344  0.13
12 Si 2.6927 0.7320 -4.3301  0.39
13 O 1.5659 0.5000 0.3350  -0.26
14 C -0.4418 4.1821 -3.9851  -0.04
15 H 0.7155 5.2402 -5.4659  0.11
16 C 0.1457 -1.7584 -7.8040  -0.27
17 H -2.3317 0.5199 -1.9694  0.12
18 H -1.9986 -1.8559 -4.9006  0.11
19 C -2.2153 -0.5168 -1.6812  -0.22
20 C 2.1570 1.7688 0.5905  -0.21
21 H -0.3155 -0.4572 -0.5211  0.11
22 Os -1.2355 -1.9320 -2.7413  1.46
23 C 0.5070 2.0892 -3.2234  -0.14
24 H 1.8227 0.4968 -7.6449  0.12
25 C 1.6888 -1.8781 -3.7763  -0.12
26 H 2.6958 -1.9962 -3.3614  0.10
27 H 1.8523 -4.2749 -10.2471  0.12
28 H -1.5341 -1.8151 -9.1623  0.10
29 Cl 3.6582 0.5137 -2.4956  0.39
30 C -1.1421 -1.0348 -0.9224  -0.21
31 H -0.4399 -3.4009 -10.7410  0.12
32 H 0.4832 1.2508 -2.5223  0.10
33 H -1.5259 4.1328 -8.2380  0.14
34 H -2.2456 -0.6224 -6.9155  0.06
35 H 2.4728 -0.4875 1.9495  0.10
36 H 3.3422 -0.6170 0.3784  0.08
37 C -0.8472 2.4645 0.7567  -0.07
38 H 1.8189 3.0900 -1.0707  0.11
39 C 1.4599 -2.1825 -7.5709  -0.09
40 H 2.4443 2.5683 -8.8470  0.13
41 H -0.7530 3.3735 1.3727  0.10
42 H -2.9400 -3.7728 -1.5269  0.14
43 C -0.3212 -3.0790 -4.4544  -0.20
44 C 2.0743 -3.0949 -8.4463  -0.05
45 C -0.0849 -0.6077 -4.8937  -0.31
46 C 1.5502 2.2097 -4.1515  -0.32
47 C 1.3841 -3.5538 -9.5735  -0.04
48 H -0.6184 1.5755 1.3605  0.09
49 H 2.0275 -1.8201 -6.7066  0.09
50 H -1.3375 2.9096 -2.4841  0.10
51 Si -0.7817 -0.5680 -6.6915  0.74
52 C -0.5129 3.0426 -3.1803  -0.06
53 C -0.8947 -1.8629 -4.9122  -0.39
54 H 2.1671 1.9689 1.6738  0.13
55 C -3.0751 -1.5954 -2.0042  -0.22
56 C 1.6454 3.3686 -4.9244  -0.10
57 C -1.1604 2.1556 -7.4453  -0.04
58 C 0.8173 -2.9883 -3.6437  -0.13
59 C -0.2311 1.1190 -7.3014  -0.20
60 C -0.5256 -2.1834 -8.9620  -0.08
61 C 1.3533 -0.7036 -4.4107  -0.25
62 C 0.4903 3.4727 -8.6409  0.02
63 O 0.0059 2.5181 -0.3834  -0.25
64 H -1.8618 2.3918 0.3568  0.09
65 H 1.3751 3.7629 0.5378  0.13
66 H 3.1829 1.7867 0.1905  0.11
67 C 1.0775 1.2896 -7.7745  0.00
68 C 2.3465 -0.5769 0.8559  -0.09
69 C 0.6506 4.3460 -4.8448  -0.07
70 H 2.4839 3.4814 -5.6122  0.11
71 H 3.7949 0.8857 -5.2330  -0.02
72 H -2.1749 2.0237 -7.0570  0.12
73 C -1.3292 -2.4288 -0.7841  -0.21
74 H -0.6101 0.2989 -4.5181  0.11
75 H 3.0846 -3.4454 -8.2273  0.12
76 H 0.7679 4.3775 -9.1916  0.14

Forces on the atoms, in the same order (eV/Å):
-0.2224 0.0789 -0.0260
0.1888 0.0076 0.1404
0.1079 0.2914 -0.1862
0.1193 0.2875 -0.5094
0.2921 -0.2274 -0.0476
-0.2192 0.1986 -0.2672
0.1078 0.1632 0.0676
-1.6825 -1.7017 1.8336
0.0073 0.0104 0.1064
-1.6101 -0.4735 0.9258
0.2111 -0.1154 0.0537
-1.8039 0.1676 1.8687
0.2911 -0.2333 -0.0219
0.1473 -0.2061 -0.2087
0.0499 -0.1619 0.2228
-0.3925 0.3557 0.0743
-0.1413 -0.1314 0.1071
0.2429 0.2800 -0.9313
-0.6893 2.6514 1.1006
-0.1575 -0.2867 0.3114
0.1086 0.0075 -0.1195
5.4089 -2.0608 -6.8601
-0.5747 0.2430 -0.1853
-0.2829 0.2560 -0.0437
0.4438 0.2698 0.2233
-0.4086 0.1863 0.1156
-0.1558 0.2713 0.2119
0.2295 -0.2160 -0.0476
-0.2079 -0.2044 -0.4437
0.3261 1.6322 2.3415
0.2164 0.0684 0.3102
-0.0502 0.1464 -0.1921
0.1797 -0.2073 0.0128
0.1842 0.1770 0.3690
-0.0368 -0.0260 -0.3596
-0.3062 0.0448 0.1663
0.2941 -0.0662 -0.1391
-0.2646 0.0545 0.2083
0.4173 -0.4945 -0.3463
-0.3046 0.0105 0.0973
-0.0511 -0.2361 -0.1591
0.0507 0.0769 0.0354
-1.3064 -0.5246 0.3322
-0.2963 0.2950 0.3043
0.3358 0.6969 0.0230
0.4587 -0.1572 -0.1992
-0.2449 0.2530 0.0809
-0.1067 0.2022 0.0108
-0.2585 -0.1932 -0.2420
0.2226 0.1289 -0.0876
1.3971 -0.2456 -1.1691
0.2530 -0.1094 0.1410
-0.3757 0.0240 1.0537
0.1955 -0.2859 -0.1532
-2.8540 0.2043 -0.0540
-0.4057 0.0485 -0.2264
0.1377 0.1601 -0.1644
0.0998 -0.5779 0.5367
-2.1180 0.3867 0.3098
0.3294 -0.2905 -0.1874
0.0568 0.1368 -0.7465
1.9389 -0.3615 -0.4625
0.0512 0.0884 0.2503
0.0551 0.0272 0.2296
0.0924 -0.1069 -0.3119
-0.1036 0.0260 0.3131
1.7154 0.8558 -0.8541
0.0237 0.2497 0.0130
0.0125 0.1157 -0.1099
-0.1896 0.1225 0.1218
0.2301 -0.1810 -0.9485
0.3399 0.1617 -0.2288
0.4304 -1.3804 2.5524
0.2658 -0.4078 -0.0245
-0.3059 0.0930 -0.1502
-0.1394 -0.3426 0.2379

=====

The following is a DFT calculation (ωB97M-V/def2-TZVPD) of a structure of composition C33H37CrN2OS5Se2 in a non-equilibrium geometry.

## Properties
- total charge = +3
- total energy (eV) = -253113.1581
- energy relative to the best compared isomer or geometry (same formula, charge and spin) (kcal/mol) = 29.1
- LUMO level (alpha / beta) (eV) = -9.463 / -9.464
- frontier orbital gap (alpha / beta) (hartree) = 0.2368 / 0.2368

Last column: Löwdin charge in e.
Positions of all 81 atoms, in Å:
1 H 0.4307 -2.2336 -4.9733  0.08
2 H 3.3814 2.7238 -2.6664  0.09
3 H -0.1985 0.8932 6.4854  0.13
4 C -1.5456 5.2922 -0.5478  -0.07
5 C -1.5011 3.3020 -2.0998  -0.28
6 N -2.5754 1.6735 1.7973  -0.25
7 C -2.9538 2.2563 -5.5318  -0.36
8 H -3.2652 -1.7913 -4.3281  0.03
9 S 0.3257 1.4775 1.6450  0.78
10 S -1.5987 2.9968 -4.8248  1.11
11 C -1.9810 1.3808 3.1110  -0.28
12 C -3.8392 1.7854 -4.6022  -0.15
13 S -3.8007 4.7781 -1.6899  1.16
14 C -2.7331 1.2710 4.2692  0.00
15 H -4.4577 -1.0973 1.2777  0.15
16 C -2.0418 -2.8499 2.1677  0.02
17 C -0.1520 -1.8550 1.0825  -0.53
18 H -3.8130 1.3398 4.2481  0.13
19 C -0.5918 1.3349 3.1625  -0.51
20 C 0.5894 4.5758 -2.6763  -0.08
21 H -3.6188 -0.6520 -1.0237  0.11
22 H -0.5077 5.2392 -0.2541  0.14
23 H 2.3349 -4.0208 -2.0395  0.06
24 H -3.0438 2.2158 -6.6052  0.09
25 C -2.0837 1.0835 5.4819  -0.02
26 H -3.4221 3.4459 2.5665  0.12
27 Cr -1.3247 0.8716 0.3780  0.35
28 C -0.6968 1.0266 5.5355  -0.03
29 C 0.0568 1.1511 4.3777  -0.06
30 C 0.1824 -3.6219 2.6808  -0.02
31 H 1.8242 -0.4486 -2.8898  0.04
32 H 1.1367 1.1177 4.4164  0.12
33 H -4.1826 1.2663 0.5392  0.13
34 C 1.5239 -1.4138 -3.2919  -0.43
35 H 1.7249 -3.9972 -0.3692  0.04
36 C -0.0429 3.4366 -2.2513  -0.52
37 C -2.1287 4.3928 -1.4378  -0.48
38 C 2.0623 -3.3834 -1.1986  -0.27
39 S 0.5426 -0.7612 -0.1380  0.68
40 Se -1.1408 -0.5506 -3.9699  0.95
41 H -4.6177 1.2260 2.2451  0.14
42 C -2.8002 3.1408 1.7239  0.00
43 H -1.9654 -2.9674 -4.0023  0.03
44 H -3.2983 3.3830 0.7878  0.07
45 H 2.6436 5.1739 -3.2307  0.13
46 H 1.7713 -2.6004 1.6614  0.12
47 C -3.7009 6.0881 -0.6270  -0.32
48 C -1.5310 -1.8815 1.3177  -0.25
49 H 2.8866 -2.7317 -0.9203  0.06
50 C -2.2313 -2.0587 -4.5372  -0.35
51 C 2.3827 3.1257 -2.6236  -0.33
52 C 1.9785 4.3925 -2.8975  -0.12
53 Se 0.5600 -2.3308 -1.8418  1.05
54 H 2.4114 -2.0182 -3.4840  0.10
55 H -4.5679 6.7078 -0.4565  0.10
56 C -2.4416 6.2589 -0.0907  -0.11
57 C -3.4164 2.0571 -3.2823  -0.17
58 H 0.8455 -4.2676 3.2386  0.13
59 H -4.7665 1.2975 -4.8582  0.12
60 C 0.5986 -1.2765 -4.4820  -0.51
61 S 1.0757 2.1338 -2.1302  1.04
62 C -2.2151 2.7201 -3.2417  -0.56
63 H -2.1877 7.0619 0.5831  0.13
64 H -3.1071 -2.9317 2.3326  0.13
65 H 0.0702 5.5069 -2.8480  0.14
66 C -3.5758 -0.5352 1.5862  -0.11
67 O -1.6844 1.7833 -0.8498  -0.28
68 H -2.1201 -1.5352 -1.3113  0.02
69 C 0.7018 -2.6919 1.7959  -0.08
70 H -3.9848 1.8060 -2.3979  0.11
71 C -3.8407 0.9509 1.5278  -0.13
72 H -1.8413 3.6494 1.7801  0.10
73 H -1.6097 -4.4664 3.4976  0.13
74 H -2.6650 0.9942 6.3886  0.13
75 H -3.4656 -2.3321 -0.4447  0.12
76 C -2.9359 -1.3919 -0.6061  -0.01
77 H 1.0579 -0.6070 -5.2085  0.09
78 H -2.1174 -2.2023 -5.6084  0.04
79 N -2.4099 -0.8851 0.6938  -0.21
80 C -1.1908 -3.7220 2.8352  0.00
81 H -3.3260 -0.8157 2.6067  0.12

Forces on the atoms, in the same order (eV/Å):
-0.0061 0.0010 0.0104
0.0499 -0.0078 0.0056
0.0051 -0.0040 0.0178
-0.0177 0.0270 0.1377
0.0962 2.1943 -1.7161
-0.0321 -0.2102 0.0488
0.0517 0.0231 0.0500
0.0039 -0.0156 0.0115
0.4162 0.0422 0.2703
0.0130 -0.1402 -0.0353
0.1107 0.0298 0.0514
0.0117 0.0249 0.0402
-0.0617 0.1041 0.0151
0.0316 -0.0022 -0.0228
-0.0012 -0.0085 0.0564
0.0363 0.0092 0.0142
0.0721 -0.0033 -0.0426
-0.0207 -0.0020 0.0042
-0.0272 -0.0213 -0.0689
0.0419 0.0356 0.1482
-0.0061 -0.0099 0.0027
0.0131 -0.0313 0.0409
0.0205 -0.0178 0.0119
-0.0063 0.0176 -0.0444
0.0086 -0.0017 0.0006
-0.0090 0.0196 -0.0202
-0.4361 0.4408 -1.0003
-0.0026 0.0054 -0.0252
-0.0854 0.0162 -0.0009
0.0449 0.0137 -0.0172
0.0354 0.0095 0.0114
0.0335 -0.0048 -0.0036
0.0098 -0.0044 0.0056
-0.0106 0.0506 0.1330
-0.0076 0.0139 -0.0034
0.0405 -0.2194 0.2030
-0.0899 -0.4764 0.2277
-0.0296 0.0146 -0.0021
-0.0350 0.1145 0.2004
0.0408 0.0281 0.0704
-0.0181 -0.0280 -0.0423
-0.0088 0.0612 -0.0635
-0.0028 -0.0045 0.0293
0.0204 0.0087 -0.0319
0.0157 0.0213 -0.0122
0.0220 0.0003 -0.0043
0.0393 -0.0907 -0.0767
-0.0333 -0.0921 0.0024
0.0103 0.0040 0.0033
-0.0295 0.0074 -0.0642
-0.0908 -0.0177 -0.0062
0.0158 -0.0118 0.0029
-0.0827 -0.1093 -0.0327
-0.0157 0.0160 -0.0079
-0.0346 0.0250 0.0160
0.0310 0.0024 -0.0171
-0.1166 0.1829 -0.0574
0.0139 -0.0156 0.0137
-0.0370 -0.0318 -0.0133
-0.0182 -0.0252 -0.1118
0.0083 -0.0306 -0.0965
0.0479 -0.5564 0.3686
0.0110 0.0341 0.0215
-0.0244 -0.0001 0.0055
-0.0209 0.0197 -0.0396
-0.0131 -0.0151 0.0343
0.1363 -1.3694 1.2765
-0.0123 -0.0038 0.0060
-0.0037 -0.0161 -0.0228
0.0195 -0.0694 0.0251
-0.0663 -0.0441 0.0757
-0.0030 -0.0020 0.0106
-0.0098 -0.0181 0.0159
-0.0090 -0.0023 0.0211
0.0011 0.0043 -0.0137
-0.0167 0.0462 -0.1072
0.0113 -0.0036 0.0072
0.0024 0.0051 0.0075
-0.0005 0.0157 0.1266
-0.0436 0.0087 0.0015
0.0028 0.0393 -0.0363